{
  "formula": "C19H13N3O4Pt",
  "method": "the ωB97M-V functional and the def2-TZVPD basis",
  "homo_energy_ha": -0.324,
  "lumo_ev": -0.66,
  "e_tot_ha": -1316.48239,
  "gap_ev": 8.14,
  "relative_energy_kcal_mol": 0.00,
  "species": ["C", "O", "H", "C", "C", "N", "C", "H", "C", "H", "C", "H", "H", "C", "O", "H", "C", "N", "C", "C", "O", "C", "C", "C", "H", "H", "Pt", "H", "C", "H", "C", "C", "C", "C", "O", "H", "C", "H", "N", "H"],
  "xyz": [[-1.8013, 2.4913, -0.8373], [-0.0787, -0.0692, -1.9531], [-3.5269, 3.6877, -1.1997], [0.7081, 2.7115, 1.8771], [-1.3844, 4.0276, 1.3949], [-0.7571, 2.2396, -0.0448], [3.8864, -1.9712, -0.7723], [-2.9319, -4.7826, 0.7376], [4.6949, -1.6251, 0.2987], [4.8848, -0.2794, 1.9960], [-2.4844, 4.2848, 0.5893], [4.1651, -2.7591, -1.4570], [5.6286, -2.1443, 0.4687], [-1.7178, -1.7194, -1.2923], [3.2758, 1.5367, 2.7366], [-3.1677, 5.0860, 0.8372], [4.2984, -0.6025, 1.1475], [1.4431, 1.6954, 1.3093], [-0.8677, -2.3496, -0.3914], [-2.5922, -3.9263, 0.1689], [-2.0858, -0.0258, -2.8973], [-1.3011, -3.4479, 0.3373], [-3.4474, -3.3030, -0.7306], [-3.0119, -2.2060, -1.4559], [0.1355, -1.9754, -0.2498], [-1.9117, 1.8643, -1.7139], [0.6635, 0.8267, -0.2761], [-4.4552, -3.6741, -0.8660], [-2.6894, 3.5123, -0.5401], [2.0164, -1.5002, -1.7803], [-0.5357, 3.0004, 1.0480], [-1.2953, -0.5189, -2.1093], [2.6270, 1.1840, 1.7836], [3.1037, 0.0386, 0.8994], [0.9386, 3.3310, 2.8849], [-0.6308, -3.9281, 1.0390], [2.6980, -1.2899, -0.9662], [-3.6599, -1.7072, -2.1636], [2.3224, -0.3135, -0.1394], [-1.1562, 4.6008, 2.2823]],
  "lowdin_charge": [-0.06, -0.26, 0.12, -0.42, 0.02, -0.07, -0.03, 0.10, -0.03, 0.13, -0.03, 0.11, 0.12, -0.14, 0.12, 0.12, 0.02, -0.05, -0.04, -0.09, 0.04, -0.08, -0.08, -0.02, 0.07, 0.10, 1.22, 0.10, -0.02, 0.12, -0.17, -0.61, -0.43, -0.16, 0.12, 0.10, -0.09, 0.12, -0.07, 0.13]
}

{
  "formula": "C19H13N5O3Se3Te2Y",
  "method": "the ωB97M-V functional and the def2-TZVPD basis",
  "homo_energy_ha": -0.149,
  "lumo_ev": 0.67,
  "e_tot_ha": -9010.33189,
  "gap_ev": 4.72,
  "total_charge": -1,
  "relative_energy_kcal_mol": 1.19,
  "species": ["H", "C", "H", "O", "N", "Se", "N", "H", "C", "C", "C", "C", "C", "C", "C", "Te", "H", "H", "C", "Y", "H", "H", "H", "C", "C", "C", "C", "C", "C", "O", "C", "Te", "H", "H", "Se", "C", "Se", "H", "C", "N", "C", "H", "H", "N", "N", "O"],
  "xyz": [[2.3673, 5.6978, 0.4485], [1.4066, 4.3050, 3.3938], [2.4895, 6.0969, 2.8933], [-1.7551, -2.0900, -0.7118], [0.5844, 0.5792, -2.9596], [-2.0802, -1.0674, -3.9273], [-1.0572, -0.2023, 1.2065], [4.3667, -1.7641, -3.6699], [-1.9997, -2.4072, 1.6357], [-3.0281, -4.9402, 1.0957], [-2.9208, -4.5144, 2.4231], [1.4492, -0.3390, -2.5860], [0.0150, 1.7278, 1.0008], [2.5797, -0.5400, -3.4364], [-2.4055, -3.2605, 2.6701], [-2.4658, 1.1936, -4.9106], [3.8441, -3.0946, -1.6194], [0.7490, 2.9022, -0.8746], [1.9264, 5.0027, 1.1515], [-1.2822, -0.0409, -1.2535], [1.4497, 4.4702, 4.4625], [-2.7220, -4.4477, -0.9744], [0.3098, 2.4644, 3.5434], [0.6958, 2.9477, 1.5131], [3.4907, -1.5725, -3.0648], [2.0148, -2.0204, -1.1887], [-2.1128, -2.8357, 0.2863], [3.1997, -2.2923, -1.9514], [0.7712, 3.1887, 2.8861], [1.2599, 3.7337, -0.7033], [-2.6323, -4.1291, 0.0566], [-2.5108, 2.7052, -2.6033], [-1.3040, -0.9360, 3.0762], [-3.4327, -5.9218, 0.8763], [-3.8253, 1.2388, -1.0699], [1.9874, 5.2151, 2.5131], [1.1767, 1.2594, -4.4734], [1.7908, -2.6303, -0.3200], [1.2838, 3.8741, 0.6357], [2.6375, 0.2465, -4.4987], [-1.4365, -1.1258, 2.0094], [-3.2361, -5.1534, 3.2372], [-2.3075, -2.9074, 3.6918], [-0.4830, 0.8926, 1.8578], [1.1705, -1.0785, -1.4740], [-0.0188, 1.5700, -0.2935]],
  "lowdin_charge": [0.11, -0.11, 0.09, -0.27, -0.34, -0.27, -0.06, 0.12, -0.15, -0.11, -0.12, -0.48, -0.43, -0.39, -0.07, 0.04, 0.10, 0.05, -0.03, 0.86, 0.09, 0.11, 0.10, -0.07, 0.00, -0.09, -0.36, -0.04, -0.04, 0.04, -0.02, 0.11, 0.12, 0.09, -0.23, -0.10, 1.09, 0.12, -0.27, -0.22, -0.08, 0.09, 0.10, 0.07, 0.09, -0.26]
}

{
  "formula": "C19H14BIrN2O4",
  "method": "the ωB97M-V functional and the def2-TZVPD basis",
  "homo_energy_ha": 0.026,
  "lumo_ev": 4.98,
  "e_tot_ha": -1271.98291,
  "gap_ev": 4.27,
  "total_charge": -2,
  "species": ["H", "C", "H", "B", "C", "N", "C", "H", "C", "O", "C", "H", "H", "O", "N", "H", "C", "O", "H", "H", "C", "H", "H", "Ir", "C", "O", "C", "C", "C", "C", "C", "C", "C", "H", "H", "C", "H", "C", "C", "C", "H"],
  "xyz": [[6.0385, 1.2593, 1.7179], [4.8846, 2.8683, 2.5598], [-6.1209, -3.8276, 0.9963], [0.7025, -0.2411, -0.9262], [5.0417, 1.6179, 1.9590], [-1.4941, -1.6724, 0.6632], [-6.0111, -0.6542, 2.1422], [-4.2416, 0.5842, 2.1273], [3.5884, 3.3019, 2.8427], [-1.6611, -2.8860, 0.4077], [-4.3853, -2.5986, 0.9919], [2.2034, 2.4131, -3.7545], [-3.7535, -3.3492, 0.5509], [1.1829, 0.9418, -1.6315], [-2.5365, -0.9564, 1.0857], [1.4901, 2.8721, 2.7826], [1.5076, 0.4303, 1.6834], [0.8430, -1.3187, -1.9005], [-7.5975, -2.1154, 2.0233], [-6.6339, 0.1116, 2.5925], [-6.5543, -1.8976, 1.8268], [5.7438, 3.4858, 2.7957], [2.3455, -1.1085, -6.2286], [0.0735, -0.3001, 0.9357], [-5.7231, -2.8512, 1.2530], [-2.1250, 0.2842, 1.3823], [2.6283, 1.2472, 1.9413], [-4.6835, -0.3732, 1.8931], [1.5404, 0.5769, -2.8723], [2.3280, 0.7175, -5.1127], [1.3279, -0.7978, -3.0372], [2.4884, 2.5215, 2.5496], [3.9532, 0.8254, 1.6546], [1.4368, -2.4892, -4.3479], [3.4359, 4.2743, 3.3028], [2.0410, 1.3524, -3.8968], [2.7223, 1.3011, -5.9371], [2.1159, -0.6426, -5.2768], [-3.8405, -1.3411, 1.3114], [1.6083, -1.4264, -4.2324], [4.0901, -0.1396, 1.1817]],
  "lowdin_charge": [0.08, -0.17, 0.09, -0.64, -0.15, -0.30, -0.13, 0.09, -0.15, -0.16, -0.03, 0.11, 0.08, 0.08, -0.27, 0.10, -0.34, 0.08, 0.07, 0.09, -0.15, 0.06, 0.08, 1.12, -0.13, -0.31, -0.37, -0.03, -0.25, -0.14, -0.25, -0.09, -0.08, 0.10, 0.08, -0.02, 0.08, -0.14, -0.17, -0.02, 0.10]
}